92
Properties=species:S:1:pos:R:3 method="wB97M-V/def2-TZVPD" energy_ha=-2515.12260 e_homo_ev=-7.28 gap_ev=7.2 e_above_lowest_kj_mol=67.0 max_force_ev_per_a=3.0
C 2.02 0.54 -2.11
H -1.57 -2.21 3.43
C -5.28 2.49 0.81
H 0.63 3.95 -2.25
C 0.81 -1.00 3.36
C -3.52 0.44 0.76
C 1.94 1.12 3.69
C 1.32 -3.16 -2.99
C 3.47 0.30 -0.15
C 0.57 -0.97 4.75
N -7.37 -2.78 -3.39
C 1.48 -0.65 -4.16
C 3.42 -2.44 -1.86
H -3.52 3.75 0.73
C -3.91 2.73 0.70
H 4.25 -0.23 1.85
N 2.05 0.02 1.53
H 1.35 3.58 -0.54
H -6.85 -3.21 -0.91
C 3.41 0.02 1.21
H 1.65 4.13 2.15
C -0.88 -2.97 3.12
C 1.63 1.09 5.03
H 4.40 0.48 -0.76
N -2.56 -0.56 0.58
N 2.24 0.47 -0.73
H 0.83 2.64 1.80
C 2.51 2.43 3.16
C 2.68 3.13 -2.32
H 1.82 2.70 -4.78
C 0.30 -2.18 2.44
H 1.96 1.87 5.61
H 0.00 -1.83 5.18
H 2.98 3.72 -3.19
C 1.74 1.74 -4.18
C -3.77 -1.97 -1.42
H 3.22 2.29 2.34
C 1.33 3.21 2.57
H 2.33 -2.67 1.66
N -4.83 0.13 0.99
C 1.94 -2.03 -2.10
C -5.67 1.14 0.94
H -1.38 -3.57 2.38
B 1.27 0.47 0.39
C 3.99 3.18 -1.50
C 1.01 -0.01 5.61
H 0.87 -0.17 6.67
H 1.51 -3.96 2.50
H 4.86 2.78 -1.98
H 3.92 -1.62 -1.29
H -7.63 -2.02 -4.04
C 1.58 0.03 2.89
H -0.19 -1.64 1.64
H 4.00 -2.74 -2.74
H 3.87 4.05 3.54
C 1.82 -0.68 -2.81
C 2.21 1.76 -2.83
H 1.20 -1.57 -4.70
C -6.11 -2.63 -2.81
H 0.31 -2.86 -3.36
H 1.47 -1.84 -1.13
H 3.41 -3.36 -1.26
H 1.02 0.60 -5.89
C 1.42 0.58 -4.85
H -0.62 -3.67 3.92
O -1.52 -2.56 -0.34
C -3.80 -1.72 -2.78
C 1.34 -3.10 1.85
C -5.97 -2.86 -1.44
C -4.81 -2.51 -0.73
S -2.29 -1.38 -0.70
H -8.11 -2.86 -2.74
H -4.74 -2.58 0.39
H 1.97 4.91 -1.49
Sn -0.78 1.42 -0.35
H 0.93 -3.54 0.95
H 0.53 3.41 3.30
H -2.97 -1.31 -3.32
C -4.94 -2.13 -3.49
H 4.17 2.68 4.57
H 1.23 -4.06 -2.43
H 2.65 3.71 4.80
C 3.33 3.25 4.09
N -2.98 1.71 0.75
H 4.22 4.21 -1.25
H 3.93 2.61 -0.54
H -6.06 3.27 0.68
H -6.74 0.87 1.08
O -1.49 -0.52 -1.69
H 1.92 -3.30 -3.89
C 1.55 3.92 -1.61
H -4.91 -1.87 -4.57

***

14
Properties=species:S:1:pos:R:3 method="wB97M-V/def2-TZVPD" energy_ha=-249.65992 smiles=COCCN e_homo_ev=-9.53 gap_ev=10.7 e_above_lowest_kj_mol=141.2 max_force_ev_per_a=2.1
C 2.23 -0.37 -0.04
N -1.95 -0.83 -0.06
H -1.82 1.35 0.05
H -1.23 0.56 -1.47
C 0.07 0.43 0.21
H 2.92 -0.78 -0.79
H 2.20 -1.00 0.88
H -2.87 -0.91 -0.52
H 0.03 -0.08 1.18
H 0.40 1.49 0.31
H 2.60 0.67 0.28
O 0.96 -0.26 -0.63
C -1.30 0.47 -0.37
H -2.23 -0.75 0.96

***

11
Properties=species:S:1:pos:R:3 method="wB97M-V/def2-TZVPD" energy_ha=-859.66086 e_homo_ev=-8.11 gap_ev=8.1 e_above_lowest_kj_mol=111.9 max_force_ev_per_a=1.6
Si -0.97 -2.04 -0.52
C 1.37 1.35 0.14
H -0.33 -2.84 -1.57
H 0.53 3.07 1.05
N 1.10 0.11 -0.28
H -1.02 -2.77 0.74
H -2.27 -1.55 -0.94
C 0.34 2.06 0.72
S -1.19 1.44 0.91
H 2.36 1.73 0.01
C 0.09 -0.55 -0.26

***

10
Properties=species:S:1:pos:R:3 method="wB97M-V/def2-TZVPD" energy_ha=-2932.78818 e_homo_ev=-9.21 gap_ev=7.8 e_above_lowest_kj_mol=42.4 max_force_ev_per_a=4.3
C 0.15 1.27 0.63
Br 2.01 0.81 -2.07
N 0.86 0.21 -0.79
C 0.06 -0.87 -0.93
C -0.72 0.17 1.14
H -1.03 0.42 2.09
O 0.09 -1.73 -1.78
C -0.76 -0.87 0.30
O 0.61 2.30 0.82
H -1.27 -1.71 0.57